No. 1
Molecular formula: C5H9N
Method: DFT, ωB97M-V/def2-TZVPD

Each line ends with the Mulliken charge.
Positions of all 15 atoms, in Å:
C 2.275 0.132 0.393  -1.19
C 1.327 -0.330 -0.654  -0.30
C -0.068 -0.549 -0.254  -0.41
C -0.909 0.716 -0.631  -0.08
N -2.190 0.753 -0.447  -0.43
C -2.752 0.068 0.621  -0.50
H 3.172 -0.475 0.663  0.33
H 2.897 0.986 0.067  0.31
H 1.943 0.456 1.402  0.32
H -0.681 -1.286 -0.774  0.35
H 1.816 -0.882 -1.450  0.36
H -0.231 -0.607 0.830  0.28
H -0.426 1.379 -1.346  0.41
H -3.611 0.650 0.912  0.30
H -2.563 -1.013 0.670  0.25

## Properties
net charge	0
spin multiplicity	1
E_LUMO	-0.0579	Eh
gap between HOMO and LUMO	4.69	eV

***

No. 2
Molecular formula: C5H9N
Method: DFT, ωB97M-V/def2-TZVPD

Each line ends with the Mulliken charge.
Positions of all 15 atoms, in Å:
C 1.962 0.390 0.426  -1.20
C 0.669 0.364 -0.415  -0.61
C -0.699 0.042 0.249  0.73
C -1.879 -0.059 -0.749  -1.45
C -0.568 -1.183 1.055  0.10
N -0.412 -2.150 1.673  -0.47
H 1.975 1.158 1.210  0.29
H 2.198 -0.574 0.893  0.35
H 2.794 0.622 -0.252  0.36
H 0.565 1.337 -0.907  0.34
H 0.816 -0.381 -1.205  0.28
H -1.013 0.844 0.922  0.19
H -1.998 0.889 -1.288  0.36
H -1.752 -0.858 -1.483  0.35
H -2.821 -0.243 -0.218  0.38

## Properties
net charge	0
spin multiplicity	1
SMILES string	CC[C@@H](C)C#N
E_LUMO	0.0342	Eh
gap between HOMO and LUMO	12.33	eV

***

No. 3
Molecular formula: C5H9N
Method: DFT, ωB97M-V/def2-TZVPD

Each line ends with the Mulliken charge.
Positions of all 15 atoms, in Å:
C 1.032 0.222 0.218  0.64
C -0.132 -1.075 0.078  -0.87
C -1.006 0.163 0.641  0.40
C 2.411 0.069 -0.131  -0.94
C -2.134 0.497 -0.313  -1.23
N 0.216 1.092 0.590  -0.76
H -0.423 -1.382 -0.885  0.35
H 0.233 -1.858 0.762  0.33
H -1.420 0.072 1.626  0.40
H 3.118 0.699 0.469  0.32
H 2.431 0.516 -1.189  0.23
H 2.794 -0.987 -0.111  0.27
H -2.543 1.553 -0.312  0.31
H -2.998 -0.176 -0.076  0.30
H -1.581 0.596 -1.368  0.26

## Properties
net charge	0
spin multiplicity	1
SMILES string	CC1=N[C@@H](C)C1
E_LUMO	0.0382	Eh
gap between HOMO and LUMO	9.86	eV

***

No. 4
Molecular formula: C5H9N
Method: DFT, ωB97M-V/def2-TZVPD

Each line ends with the Mulliken charge.
Positions of all 15 atoms, in Å:
C 0.887 -1.631 0.170  -1.00
C -0.428 -0.757 0.182  -0.69
C -0.367 0.544 -0.520  0.67
C -1.137 0.766 -1.588  -0.89
C 0.424 1.872 1.165  -0.34
N 0.425 1.668 -0.093  -0.44
H 1.418 -1.459 1.087  0.26
H 1.530 -1.377 -0.693  0.32
H 0.775 -2.700 0.061  0.36
H -1.144 -1.393 -0.344  0.27
H -0.866 -0.813 1.183  0.43
H -1.550 -0.102 -2.090  0.24
H -1.307 1.742 -1.985  0.34
H 0.894 2.697 1.669  0.29
H 0.445 0.943 1.797  0.19

## Properties
net charge	0
spin multiplicity	1
SMILES string	C=NC(=C)CC
E_LUMO	0.0227	Eh
gap between HOMO and LUMO	9.74	eV

***

No. 5
Molecular formula: C5H9N
Method: DFT, ωB97M-V/def2-TZVPD

Each line ends with the Mulliken charge.
Positions of all 15 atoms, in Å:
C 1.367 1.331 0.005  -0.99
C 0.148 0.696 0.695  -0.51
C -0.697 -0.139 -0.272  0.61
C -1.957 0.199 -0.606  -0.94
C 0.329 -2.217 -0.107  -0.24
N -0.058 -1.273 -0.882  -0.42
H 1.945 1.940 0.777  0.29
H 1.976 0.561 -0.481  0.31
H 1.047 2.065 -0.830  0.27
H -0.489 1.455 1.135  0.35
H 0.437 0.037 1.614  0.23
H -2.410 1.040 -0.178  0.31
H -2.554 -0.436 -1.326  0.27
H 0.667 -3.178 -0.537  0.27
H 0.249 -2.080 0.993  0.19

## Properties
net charge	0
spin multiplicity	1
SMILES string	C=NC(=C)CC
E_LUMO	0.0387	Eh
gap between HOMO and LUMO	9.96	eV

***

No. 6
Molecular formula: C5H9N
Method: DFT, ωB97M-V/def2-TZVPD

Each line ends with the Mulliken charge.
Positions of all 15 atoms, in Å:
C -1.369 1.545 0.370  -1.04
C -0.074 -1.984 -0.003  -1.04
C 0.011 1.034 0.643  0.47
C 0.568 -0.813 -0.575  0.41
C 1.113 0.050 -1.251  -0.56
N 0.719 1.452 1.586  -0.72
H 1.657 1.051 1.621  0.24
H -1.668 2.295 1.109  0.34
H -1.412 1.981 -0.631  0.27
H -2.086 0.720 0.385  0.25
H 0.051 -2.826 -0.687  0.40
H 0.372 -2.233 0.961  0.27
H -1.138 -1.791 0.145  0.27
H 1.633 0.892 -1.646  0.35
H 1.623 -1.372 -2.027  0.09

## Properties
net charge	0
spin multiplicity	1
E_LUMO (alpha / beta)	0.0235 / 0.0326	Eh
gap between HOMO and LUMO (alpha / beta)	7.32 / 7.54	eV

***

No. 7
Molecular formula: C5H9N
Method: DFT, ωB97M-V/def2-TZVPD

Each line ends with the Mulliken charge.
Positions of all 15 atoms, in Å:
C -0.259 -0.802 -0.350  -0.48
C -0.782 -1.572 0.647  -0.12
N -1.385 -2.876 0.587  -0.53
C -0.355 0.666 -0.238  -0.38
C 1.025 1.460 -0.018  -0.24
C 1.227 2.791 -0.321  -0.68
H 0.081 -1.209 -1.343  0.26
H -0.680 -1.224 1.638  0.29
H -0.954 -3.337 1.377  0.25
H -1.165 -3.398 -0.279  0.25
H -0.969 1.154 0.477  0.40
H -0.522 0.907 -1.366  0.18
H 1.945 0.803 -0.022  0.26
H 2.153 3.020 -0.826  0.24
H 0.638 3.618 0.038  0.28

## Properties
net charge	0
spin multiplicity	1
SMILES string	C=CC/C=C/N
E_LUMO	0.0394	Eh
gap between HOMO and LUMO	9.25	eV

***

No. 8
Molecular formula: C5H9N
Method: DFT, ωB97M-V/def2-TZVPD

Each line ends with the Mulliken charge.
Positions of all 15 atoms, in Å:
C 0.690 2.020 0.531  -1.39
N -1.429 -0.073 1.109  -0.52
C -0.540 -0.203 0.047  0.52
C 0.494 0.675 -0.094  -0.09
C 0.390 -2.069 -1.326  -0.72
C -0.635 -1.350 -0.891  -0.28
H 1.629 2.423 0.177  0.33
H -0.124 2.739 0.537  0.34
H 0.902 1.960 1.636  0.34
H -1.112 0.721 1.639  0.24
H -1.669 -0.874 1.655  0.22
H 1.334 0.326 -0.686  0.20
H 1.416 -1.918 -1.000  0.25
H 0.272 -2.929 -1.973  0.26
H -1.617 -1.450 -1.361  0.30

## Properties
net charge	0
spin multiplicity	1
SMILES string	C=C/C(N)=C/C
E_LUMO	0.0401	Eh
gap between HOMO and LUMO	8.73	eV

***

Energy above the lowest of the compared OMol25 structures with the same formula, charge and spin for every record listed, in sequence, given in kJ/mol: 620.7; 14.9; 251.8; 222.5; 158.4; 710.5; 319.7; 156.7.